No. 1
Entry from the Open Molecules 2025 dataset: C7H16O3S as an isolated structure in a non-equilibrium geometry (the ωB97M-V functional and the def2-TZVPD basis).

Element x y z (Å)
C (1.73605, 2.71679, -0.42994)
C (1.35496, -0.12476, 0.64473)
C (-1.34209, 0.00668, -2.07898)
C (0.58829, 1.80876, -0.86903)
C (0.73330, 0.30156, -0.66804)
C (-0.55002, -0.52795, -0.92702)
C (-1.49115, -0.48976, 0.24044)
O (-3.35041, 1.54898, -0.08397)
O (-4.20322, -0.51287, 1.06475)
O (-1.38450, -0.85987, 1.40220)
S (-3.43102, 0.09938, -0.19585)
H (2.64052, 2.48436, -0.92806)
H (1.40688, 3.65431, -0.52170)
H (1.95089, 2.66985, 0.66324)
H (2.39678, -0.06188, 0.52696)
H (0.99629, 0.45743, 1.49502)
H (1.14038, -1.19947, 0.96113)
H (-1.62013, 1.13966, -1.73758)
H (-2.15943, -0.64927, -2.30851)
H (-0.71917, 0.08585, -2.95564)
H (0.37716, 1.94801, -1.93820)
H (-0.44318, 2.09856, -0.48987)
H (1.35222, -0.08455, -1.58526)
H (-0.06868, -1.54114, -1.20141)
H (-2.12281, -3.49359, 0.44483)
H (-4.17996, 0.08608, 1.86700)
H (-2.88021, -3.54379, 0.28114)

Force components x, y, z for each atom (eV/Å):
C -0.4 -3.5 2.3
C -0.9 -1.5 0.6
C 0.3 2.8 0.3
C -1.8 -0.2 -0.2
C 0.8 -1.0 -1.8
C 1.0 -0.5 -0.4
C -1.8 -1.7 3.3
O -0.2 0.9 0.4
O 0.0 0.7 1.4
O 0.3 1.0 -2.7
S 1.1 -0.9 -0.6
H 0.9 0.1 -0.7
H -0.8 3.9 -1.0
H -0.2 -0.5 -0.6
H 1.5 0.3 0.4
H 0.2 0.2 -0.1
H 0.1 1.3 -0.8
H 0.0 -2.9 -1.4
H -0.7 0.1 -0.2
H 0.2 0.1 -0.4
H 0.5 0.2 0.0
H 1.3 0.1 0.5
H -0.4 0.7 1.8
H -1.5 1.0 1.1
H -1.1 -0.1 -0.2
H 0.3 -0.8 -1.1
H 1.1 0.1 0.2

Its frontier orbital gap is 8.612 eV. The calculation puts the lowest unoccupied orbital energy at 0.0077 Ha. The value obtained for the molar mass is 180.3 g mol⁻¹.

Electronic structure analysis, Mulliken charges in units of e:
1. C -1.648
2. C -1.789
3. C -2.085
4. C -0.574
5. C 0.695
6. C 0.691
7. C 0.200
8. O -0.562
9. O -0.441
10. O -0.498
11. S 0.530
12. H 0.376
13. H 0.558
14. H 0.297
15. H 0.501
16. H 0.359
17. H 0.327
18. H 0.407
19. H 0.551
20. H 0.409
21. H 0.364
22. H 0.305
23. H 0.322
24. H 0.355
25. H -0.042
26. H 0.346
27. H 0.045

No. 2
Entry from the Open Molecules 2025 dataset: C7H17BBeCs2F4O7P3S as an isolated structure in a non-equilibrium geometry (the ωB97M-V functional and the def2-TZVPD basis).

Element x y z (Å)
C (4.72022, -0.73688, -1.05122)
C (3.58094, -0.57285, -0.05312)
P (3.00966, 1.18166, 0.23767)
C (3.09498, 2.16497, -1.34358)
P (0.91816, 0.99551, 0.85817)
O (0.92827, -0.33294, 1.85947)
P (-0.38982, 0.44854, -0.82983)
O (-1.60127, 1.49058, -0.92087)
O (0.34338, 0.49437, -2.26031)
S (-1.11640, -1.38690, -0.55971)
H (4.43738, -0.39380, -2.06453)
H (4.93563, -1.83523, -1.13434)
H (5.64955, -0.28455, -0.70182)
H (2.71677, -1.18490, -0.32155)
H (3.93261, -0.94932, 0.90884)
H (2.10983, 2.41256, -1.73350)
H (3.56077, 3.10937, -1.05923)
H (3.74480, 1.69679, -2.07733)
H (1.75491, -0.28831, 2.36952)
H (-1.41657, 2.25026, -0.34294)
H (-0.33689, 0.28777, -2.92800)
B (4.38573, -3.72052, 1.35639)
F (5.57187, -3.22770, 0.71773)
F (4.69950, -4.81524, 2.13380)
F (3.83195, -2.69440, 2.14822)
F (3.45492, -4.09234, 0.35020)
Be (-2.52240, -1.75537, 1.28355)
C (-3.62316, 2.58239, 2.76672)
C (-3.52546, 1.31247, 1.92175)
O (-2.33984, 0.89540, 1.69463)
O (-4.58919, 0.81575, 1.57332)
H (-2.63503, 2.95283, 3.05106)
H (-4.13109, 3.35690, 2.19641)
H (-4.19340, 2.38292, 3.67762)
C (-5.63324, -0.17877, -1.35908)
C (-6.48058, 0.46158, -2.42154)
O (-6.54493, 1.70770, -2.44721)
O (-7.07747, -0.27413, -3.23018)
H (-5.16557, 0.57244, -0.71855)
H (-6.25093, -0.82906, -0.73606)
H (-4.84626, -0.77680, -1.82870)
Cs (-2.48315, -0.07194, 3.51298)
Cs (5.52082, -3.17082, -2.49486)

Force components x, y, z for each atom (eV/Å):
C -0.3 -0.9 0.0
C -0.4 0.1 -0.2
P 1.0 -0.2 0.3
C -0.3 0.3 0.7
P 0.0 1.3 0.3
O -0.1 0.5 -0.7
P -0.5 -0.3 0.2
O 1.1 -0.1 0.0
O -0.7 -0.2 0.7
S -1.1 -1.4 0.8
H 0.3 0.1 0.4
H -1.1 3.1 2.0
H -0.1 0.2 -0.2
H 0.2 -0.1 -0.1
H -0.1 0.1 0.0
H 0.1 -0.2 -0.3
H 0.0 0.0 0.0
H -0.3 -0.2 -0.1
H 0.0 -0.4 0.0
H -0.4 0.1 0.0
H 0.3 0.1 -0.3
B -0.1 -0.5 0.5
F -0.1 0.2 -0.5
F 0.0 0.1 -0.1
F 0.0 0.2 -0.2
F 0.2 0.4 -0.4
Be 0.9 1.2 -2.6
C 0.5 0.1 0.2
C -2.7 4.0 -2.7
O 0.5 2.3 -6.8
O 0.9 -1.1 0.1
H -0.1 0.0 -0.1
H -0.1 -0.1 0.0
H -0.2 0.1 -0.2
C 0.2 0.0 0.2
C 0.6 -0.5 0.8
O -0.3 0.0 -0.5
O -0.2 0.5 -0.3
H -0.1 0.0 0.0
H 0.0 0.0 0.0
H -0.1 0.0 0.0
Cs 1.5 -5.8 10.8
Cs 1.0 -2.7 -1.6

Its frontier orbital gap is 2.235 eV. The calculation puts the lowest unoccupied orbital energy at -0.2766 Ha. The value obtained for the molar mass is 699.8 g mol⁻¹. As for the charge: +1.

Electronic structure analysis, Mulliken charges in units of e:
1. C -1.381
2. C -0.277
3. P 0.027
4. C -0.941
5. P 0.113
6. O -0.405
7. P 0.743
8. O -0.358
9. O -0.429
10. S -0.209
11. H 0.695
12. H 0.020
13. H 0.384
14. H 0.362
15. H 0.272
16. H 0.288
17. H 0.352
18. H 0.329
19. H 0.317
20. H 0.315
21. H 0.351
22. B 0.544
23. F -0.419
24. F -0.339
25. F -0.370
26. F -0.432
27. Be 0.305
28. C -1.169
29. C 0.876
30. O -0.890
31. O -0.599
32. H 0.376
33. H 0.333
34. H 0.444
35. C -0.469
36. C 0.639
37. O -0.486
38. O -0.513
39. H 0.093
40. H 0.276
41. H 0.204
42. Cs 0.963
43. Cs 1.061

No. 3
Entry from the Open Molecules 2025 dataset: C7H17BN3O2 as an isolated structure in a non-equilibrium geometry (the ωB97M-V functional and the def2-TZVPD basis).

Element x y z (Å)
B (-1.14096, 0.91606, 0.10750)
C (-1.50490, -0.10837, 2.35065)
C (0.68456, -0.83625, 1.28123)
C (0.15301, -0.71959, -0.13766)
C (-2.78237, 1.83639, 1.72680)
C (2.02769, -1.72636, -1.29442)
C (1.95554, 0.66269, -1.04159)
C (0.40205, -0.43229, -2.50034)
N (-0.44706, -0.94551, 2.17567)
N (-1.73411, 0.87640, 1.35997)
N (1.13686, -0.54874, -1.22641)
O (-2.23694, -0.22068, 3.29941)
O (-1.21145, 1.75613, -0.91146)
H (1.28956, -1.73655, 1.43248)
H (1.29110, 0.03951, 1.54773)
H (-0.48747, -1.56704, -0.36885)
H (-3.52010, 1.31964, 2.34097)
H (-2.35996, 2.65596, 2.31086)
H (-3.26518, 2.22595, 0.83383)
H (2.68147, -1.65361, -2.16287)
H (2.64746, -1.78376, -0.40265)
H (1.43698, -2.63678, -1.37273)
H (2.59747, 0.56194, -0.16891)
H (2.58491, 0.81964, -1.91675)
H (1.30597, 1.52727, -0.91393)
H (1.09914, -0.30058, -3.32576)
H (-0.18523, -1.33071, -2.67850)
H (-0.26737, 0.42376, -2.45408)
H (-0.36044, -1.59288, 2.94533)
H (-1.79021, 2.51835, -0.83551)

Force components x, y, z for each atom (eV/Å):
B 2.5 -3.6 0.0
C 0.0 -0.1 -0.1
C 0.2 0.2 -0.2
C -2.9 2.9 1.2
C -0.1 0.1 0.3
C 0.6 -0.7 -0.1
C 0.5 0.8 0.2
C -0.5 0.1 -0.8
N 0.2 -0.5 0.0
N -0.2 0.1 0.2
N 0.1 -0.1 0.0
O -0.1 0.1 0.2
O 0.0 0.5 -0.7
H 0.0 0.1 0.1
H 0.1 -0.1 -0.1
H 0.1 -0.1 -0.1
H 0.1 0.1 -0.2
H -0.1 0.0 -0.1
H 0.0 0.0 0.0
H -0.1 0.1 0.0
H -0.1 0.1 0.0
H -0.1 0.1 0.0
H -0.1 -0.1 0.0
H -0.1 -0.1 0.0
H 0.0 -0.1 -0.1
H 0.1 0.0 0.1
H 0.1 -0.1 0.1
H 0.1 -0.1 0.1
H 0.0 0.1 -0.1
H -0.2 0.2 0.0

Its frontier orbital gap is 10.497 eV. The calculation puts the lowest unoccupied orbital energy at -0.0971 Ha. The value obtained for the molar mass is 186.0 g mol⁻¹. As for the charge: +1.

Electronic structure analysis, Mulliken charges in units of e:
1. B 0.652
2. C 0.347
3. C -0.551
4. C -0.686
5. C -1.050
6. C -0.888
7. C -0.869
8. C -0.800
9. N -0.138
10. N 0.024
11. N 0.171
12. O -0.611
13. O -0.544
14. H 0.382
15. H 0.205
16. H 0.369
17. H 0.366
18. H 0.322
19. H 0.376
20. H 0.390
21. H 0.402
22. H 0.361
23. H 0.404
24. H 0.426
25. H 0.285
26. H 0.401
27. H 0.387
28. H 0.277
29. H 0.258
30. H 0.331

No. 4
Entry from the Open Molecules 2025 dataset: a 5-piece molecular cluster, C7H17FN2O7 overall in a non-equilibrium geometry (the ωB97M-V functional and the def2-TZVPD basis).

Element x y z (Å)
N (-10.09442, 7.67628, -3.74381)
H (-10.04203, 8.39764, -2.97527)
H (-10.95708, 7.90254, -4.31497)
H (-10.33490, 6.78076, -3.32563)
H (-9.18138, 7.64165, -4.18226)
N (-9.63210, 11.34290, -3.54903)
H (-9.07247, 10.65529, -4.06434)
H (-10.62174, 11.08899, -3.79088)
H (-9.37765, 12.28415, -3.83207)
H (-9.55673, 11.30246, -2.53572)
C (-7.13036, 9.17812, -0.65950)
C (-8.00566, 9.31626, -1.90472)
O (-7.44125, 9.53655, -3.00051)
O (-9.25902, 9.23812, -1.72754)
H (-7.34046, 10.07717, -0.07793)
H (-6.08247, 9.08279, -0.92535)
H (-7.43518, 8.30828, -0.07929)
C (-14.25026, 9.83630, -4.09063)
C (-12.81394, 9.37973, -4.28623)
O (-11.90765, 10.24593, -4.16248)
O (-12.58025, 8.15580, -4.43940)
H (-14.98146, 9.03867, -4.01706)
H (-14.45526, 10.45417, -4.96972)
H (-14.28391, 10.44274, -3.18769)
C (-5.55477, 8.92847, -6.45878)
C (-6.29452, 8.40051, -7.70389)
O (-7.58921, 8.89882, -7.57945)
C (-7.67962, 9.72270, -6.48450)
O (-8.70576, 10.19589, -6.11052)
O (-6.55265, 9.69665, -5.80154)
F (-6.35007, 7.02735, -7.63286)
H (-4.73057, 9.57142, -6.77283)
H (-5.16792, 8.18183, -5.77377)
H (-5.90748, 8.66479, -8.68434)

Force components x, y, z for each atom (eV/Å):
N -0.5 -0.2 0.5
H 0.5 0.0 0.2
H -0.3 0.3 -0.4
H 0.3 0.0 0.1
H -0.1 0.1 -0.2
N -0.5 0.8 -0.2
H 0.6 0.0 0.6
H -0.3 0.0 -0.1
H -0.1 -0.1 -0.3
H 0.4 -0.8 0.0
C -0.4 -0.1 -0.3
C 0.5 -0.2 0.0
O -0.4 -0.2 -0.1
O -0.2 0.1 0.0
H 0.3 -0.1 0.2
H 0.1 0.2 0.0
H -0.1 0.1 0.1
C 0.4 0.3 -0.5
C 0.2 -0.6 1.1
O -0.2 0.3 -0.3
O 0.0 -0.1 -0.4
H 0.2 -0.2 -0.1
H -0.3 0.1 0.3
H -0.1 0.2 -0.1
C 0.1 0.7 -0.9
C 0.1 -0.8 0.7
O 0.0 0.8 -0.2
C -0.8 -1.7 0.5
O 0.1 0.6 -0.3
O 0.7 0.7 0.3
F -0.1 0.1 -0.2
H -0.1 0.1 0.2
H -0.2 -0.3 -0.1
H 0.2 0.0 0.1

Its frontier orbital gap is 9.390 eV. The calculation puts the lowest unoccupied orbital energy at 0.0160 Ha. The value obtained for the molar mass is 260.2 g mol⁻¹.

Electronic structure analysis, Mulliken charges in units of e:
1. N -0.317
2. H 0.296
3. H 0.447
4. H 0.366
5. H 0.264
6. N -0.186
7. H 0.087
8. H 0.501
9. H 0.359
10. H 0.354
11. C -1.108
12. C 0.780
13. O -0.638
14. O -0.906
15. H 0.252
16. H 0.293
17. H 0.312
18. C -1.030
19. C 0.718
20. O -0.805
21. O -0.816
22. H 0.306
23. H 0.269
24. H 0.278
25. C -0.381
26. C 0.368
27. O -0.345
28. C 0.648
29. O -0.548
30. O -0.292
31. F -0.302
32. H 0.235
33. H 0.271
34. H 0.269

No. 5
Entry from the Open Molecules 2025 dataset: C7H17InNO3 as an isolated structure (the ωB97M-V functional and the def2-TZVPD basis).

Element x y z (Å)
C (0.32149, -3.10439, 0.12374)
C (-0.04243, -2.28242, -1.12961)
C (0.89030, -1.09552, -1.43037)
In (1.63014, 0.00571, 0.34190)
C (0.13871, 0.32843, 1.94291)
C (-0.97618, 1.33012, 1.61247)
C (-1.75913, 1.00254, 0.32522)
C (-1.57084, 2.02025, -0.79799)
O (-1.70559, 1.45464, -2.10582)
O (1.93651, 2.04079, -0.40189)
N (2.93907, 2.75556, 0.01773)
O (3.97971, 2.16680, 0.17373)
H (-0.37501, -2.92733, 0.94899)
H (0.30794, -4.18092, -0.07847)
H (1.32630, -2.85579, 0.47627)
H (-0.05948, -2.96733, -1.98965)
H (-1.07210, -1.91534, -1.03816)
H (1.74234, -1.43575, -2.03109)
H (0.35864, -0.36477, -2.05207)
H (3.12000, -0.66526, 1.01103)
H (-0.28998, -0.62653, 2.27337)
H (0.71250, 0.71367, 2.79555)
H (-1.69095, 1.41790, 2.44395)
H (-0.51870, 2.32285, 1.50952)
H (-1.45398, 0.01644, -0.04555)
H (-2.82775, 0.93955, 0.56665)
H (-0.57325, 2.46578, -0.74632)
H (-2.31696, 2.81932, -0.69755)
H (-2.17133, 0.62100, -2.01848)

Force components x, y, z for each atom (eV/Å):
C 0.0 -0.1 0.0
C 0.1 0.0 -0.1
C -0.2 0.2 -0.1
In 0.2 -0.6 0.0
C 0.0 0.4 0.0
C 0.1 0.1 0.1
C -0.2 0.0 0.1
C 0.1 0.0 0.0
O -0.1 0.1 0.0
O 0.0 0.1 0.3
N -0.1 0.3 -0.4
O 0.0 -0.2 0.1
H 0.1 0.1 0.0
H 0.0 0.1 0.0
H -0.1 0.0 0.0
H -0.1 0.1 0.0
H 0.1 -0.1 0.1
H 0.0 0.0 0.2
H 0.1 -0.1 0.0
H -0.1 0.0 0.0
H 0.0 0.0 -0.1
H -0.1 -0.1 0.0
H 0.1 0.0 0.0
H -0.1 -0.1 0.0
H 0.1 0.1 0.1
H 0.0 -0.1 -0.1
H 0.0 -0.1 0.0
H 0.1 0.1 0.1
H 0.0 -0.1 0.0

Its frontier orbital gap is 7.862 eV. The calculation puts the lowest unoccupied orbital energy at 0.1153 Ha. The value obtained for the molar mass is 278.0 g mol⁻¹. As for the charge: -1.

Electronic structure analysis, Mulliken charges in units of e:
1. C -0.964
2. C -0.247
3. C -1.157
4. In 0.983
5. C -1.236
6. C -0.557
7. C 0.159
8. C -0.425
9. O -0.552
10. O -0.388
11. N 0.125
12. O -0.424
13. H 0.206
14. H 0.359
15. H 0.175
16. H 0.441
17. H 0.134
18. H 0.402
19. H 0.255
20. H -0.395
21. H 0.238
22. H 0.400
23. H 0.345
24. H 0.303
25. H -0.452
26. H 0.431
27. H 0.192
28. H 0.328
29. H 0.320

No. 6
Entry from the Open Molecules 2025 dataset: C7H17MnOS4Se2 as an isolated structure in a non-equilibrium geometry (the ωB97M-V functional and the def2-TZVPD basis).

Element x y z (Å)
Mn (0.00000, 0.00000, 0.00000)
C (-3.90492, 2.12136, -0.00765)
Se (-2.19756, 1.19312, 0.12120)
C (-2.33315, 1.00341, 2.04524)
C (-1.50788, 2.13967, 2.56693)
Se (0.00451, 2.13894, 1.35869)
C (0.75481, 3.72993, 2.19130)
H (-4.06994, 2.40503, -1.06716)
H (-3.88416, 3.05185, 0.59623)
H (-4.73110, 1.44967, 0.30484)
H (-1.86535, 0.02812, 2.29966)
H (-3.36709, 1.00039, 2.45066)
H (-1.24875, 1.98115, 3.63495)
H (-2.06577, 3.08924, 2.41972)
H (0.96092, 3.53906, 3.26487)
H (0.07148, 4.59341, 2.05404)
H (1.71752, 3.96557, 1.69344)
S (1.84813, 0.55758, 1.35835)
S (3.77861, 0.14952, 1.86249)
S (3.94909, -1.37478, 0.53247)
S (2.04185, -1.17432, -0.15276)
C (1.32884, -3.05297, -2.42194)
C (0.09098, -2.65978, -1.66156)
C (-1.10217, -3.57544, -1.71876)
O (0.05520, -1.61555, -1.00923)
H (1.18765, -4.00315, -2.94246)
H (2.16107, -3.16070, -1.72178)
H (1.55540, -2.28145, -3.16231)
H (-0.89853, -4.45151, -2.33903)
H (-1.94920, -3.03468, -2.14846)
H (-1.34353, -3.91384, -0.70788)
H (-1.35103, -0.41172, -0.99677)

Force components x, y, z for each atom (eV/Å):
Mn 0.5 -0.1 -0.3
C -1.3 1.3 -0.1
Se -4.8 -0.7 -0.8
C -0.1 -0.6 0.7
C -0.8 0.7 0.5
Se 0.4 3.7 1.2
C 1.2 0.6 0.8
H 0.2 -0.2 0.6
H -0.3 -0.4 -0.3
H 0.5 0.5 -0.1
H -0.2 0.5 -0.1
H 0.5 0.0 -0.6
H 0.2 0.4 -0.6
H 0.3 -0.4 0.4
H -0.1 0.2 -0.5
H 0.2 -0.6 0.1
H -0.6 -0.3 0.2
S 0.2 3.7 4.6
S 0.8 1.5 1.6
S 0.5 -1.7 -1.6
S 3.8 -4.3 -2.7
C -0.6 -0.2 -0.6
C 0.2 0.1 -0.4
C 0.2 -0.2 0.2
O -0.9 -4.7 -1.8
H -0.1 0.1 -0.1
H 0.0 0.4 0.0
H 0.3 0.0 0.2
H 0.0 0.1 0.1
H -0.1 0.1 0.2
H -0.2 0.1 -0.1
H 0.3 0.4 -1.0

Its frontier orbital gap (alpha / beta) is 4.384 / 4.547 eV. The calculation puts the lowest unoccupied orbital energy (alpha / beta) at 0.0919 / 0.0885 Ha. The spin multiplicity is 6. The value obtained for the molar mass is 458.3 g mol⁻¹. As for the charge: -1.

Electronic structure analysis, Mulliken charges in units of e:
1. Mn 0.135
2. C -1.084
3. Se 0.216
4. C -0.768
5. C -0.700
6. Se 0.757
7. C -1.063
8. H 0.292
9. H 0.251
10. H 0.261
11. H 0.218
12. H 0.432
13. H 0.375
14. H 0.247
15. H 0.248
16. H 0.292
17. H 0.272
18. S -0.327
19. S -0.236
20. S -0.265
21. S -0.367
22. C -1.184
23. C 0.737
24. C -1.179
25. O -0.409
26. H 0.381
27. H 0.259
28. H 0.262
29. H 0.383
30. H 0.281
31. H 0.287
32. H -0.006